--- one ---
7
Properties=species:S:1:pos:R:3 method="wB97M-V/def2-TZVPD" gap_ev="8.6 / 5.2" homo_ev="-9.297 / -7.412" lumo_ev="-0.70 / -2.17" charge=0
N -0.2522 1.2004 0.3442
P -0.8495 0.1768 -0.8274
S 1.8543 -1.9490 0.0466
Cl -2.2187 -0.6720 0.3781
H -0.4955 0.8946 1.2407
H 0.4795 1.8327 0.0062
H 1.4821 -1.4834 -1.1884

---

--- two ---
7
Properties=species:S:1:pos:R:3 method="wB97M-V/def2-TZVPD" gap_ev=8.3 smiles="NP=S.Cl" homo_ev=-9.056 lumo_ev=-0.80 charge=0
N -0.6006 0.4252 1.3574
P -0.6158 0.6063 -0.2240
S 1.3355 0.8304 -0.6643
H 0.0531 0.6741 2.1191
H -1.3617 -0.1194 1.8432
Cl 0.2790 -1.6488 -2.3789
H 0.9105 -0.7679 -2.0525

---

Unit: eV. Relative energies: one 1.253; two 0.000.

---

--- one ---
32
Properties=species:S:1:pos:R:3 method="wB97M-V/def2-TZVPD" gap_ev=9.1 smiles="CNCC[C@H](N)C=O.O.O.O.O" homo_ev=-8.583 lumo_ev=0.55 charge=0
C 2.5826 0.4270 -0.5219
N 1.8845 1.6099 -0.9044
C 0.4167 1.4930 -1.2355
C -0.1125 0.2404 -2.0487
C -0.6780 -0.9072 -1.0832
N -0.2733 -2.3083 -1.3483
C -2.2537 -0.9287 -1.2745
O -2.9190 -0.1216 -0.6217
H 3.6981 0.6097 -0.4152
H 2.4307 -0.3247 -1.2394
H 2.1846 -0.1312 0.3508
H 2.3558 2.0094 -1.6313
H -0.2108 1.4421 -0.1999
H 0.1641 2.3984 -1.7794
H 0.7920 -0.2164 -2.6073
H -0.8500 0.4661 -2.9051
H -0.4423 -0.5901 0.0529
H -0.8328 -2.9998 -0.9875
H 0.6484 -2.5556 -0.9903
H -2.2650 -1.5678 -2.0831
O 0.2352 -0.0100 3.1676
H 0.5754 0.4689 3.9566
H 0.3972 0.6614 2.3872
O -0.4417 2.1884 1.4787
H -0.3711 2.7269 0.6138
H -1.4145 2.4450 1.7028
O -3.2097 0.3665 1.8887
H -2.8528 0.1069 2.6549
H -3.5414 -0.2952 1.3422
O 1.6365 -2.2668 1.0653
H 0.7436 -2.4070 1.2905
H 1.9233 -2.0295 1.9246

---

--- two ---
32
Properties=species:S:1:pos:R:3 method="wB97M-V/def2-TZVPD" gap_ev=10.2 smiles="CCNC(=O)[C@@H](C)N.O.O.O.O" homo_ev=-9.806 lumo_ev=0.43 charge=0
C 1.5995 0.1072 -2.7246
C 0.0749 0.0428 -2.7793
N -0.5197 -0.4701 -1.5606
C -0.4336 0.0411 -0.3031
O -0.9075 -0.6462 0.6057
C 0.2728 1.3276 0.1660
C -0.8822 2.2095 0.7920
N 1.1732 0.9271 1.2742
H 2.0958 0.0887 -3.7031
H 1.9996 0.8018 -1.9938
H 2.0225 -0.8927 -2.4667
H -0.3583 1.0264 -3.0320
H -0.3235 -0.5893 -3.5910
H -0.8981 -1.3982 -1.4887
H 0.8932 1.8287 -0.5820
H -1.5915 1.4837 1.1673
H -1.1834 2.9798 0.0918
H -0.5007 2.7393 1.6871
H 0.5732 0.6573 2.0430
H 1.6592 0.0684 1.0297
O -3.7996 -0.3565 1.6088
H -4.2419 -0.8700 2.3052
H -3.1462 -1.0176 1.3759
O 3.2785 3.1887 0.9747
H 2.5893 2.5034 0.9167
H 3.1267 3.7655 0.2279
O -1.4864 -3.0782 2.0236
H -2.1356 -3.5328 1.4627
H -1.6399 -2.1671 1.7713
O 1.1008 -3.2783 0.7115
H 0.7590 -3.3504 1.6235
H 0.8300 -4.1396 0.3662

---

Unit: eV. Relative energies: one 3.611; two 0.000.

---

--- one ---
18
Properties=species:S:1:pos:R:3 method="wB97M-V/def2-TZVPD" gap_ev=10.2 smiles="[H]/N=C(/CCO)NNC=O" homo_ev=-9.762 lumo_ev=0.47 charge=0
H -1.4076 2.0303 -0.3214
N -0.3980 1.9944 -0.4062
C 0.0495 0.9608 0.1603
C 1.5410 0.7224 0.0676
C 1.9476 -0.5570 -0.6272
O 1.5352 -1.6647 0.1181
N -0.6609 -0.0119 0.8811
N -2.0792 -0.0510 0.7144
C -2.6591 -0.5900 -0.3688
O -3.8791 -0.6594 -0.5112
H 1.9293 1.5925 -0.4241
H 2.0620 0.7111 1.0747
H 3.0378 -0.5286 -0.8802
H 1.4787 -0.6490 -1.5996
H 2.2889 -1.8536 0.7152
H -0.1826 -0.9403 1.0662
H -2.6484 0.4031 1.4789
H -1.9550 -0.9091 -1.1376

---

--- two ---
18
Properties=species:S:1:pos:R:3 method="wB97M-V/def2-TZVPD" gap_ev=8.9 smiles="CN/N=C(/N)C(=O)OC" homo_ev=-7.979 lumo_ev=0.94 charge=0
C 1.8074 -1.3818 -0.3150
N 1.6151 -0.6188 0.8878
N 1.5411 0.7567 0.5052
C 0.4826 1.2966 0.0094
N 0.4819 2.5411 -0.5014
C -0.9484 0.6921 0.3287
O -1.8244 1.2884 0.8559
O -1.1886 -0.4869 -0.2863
C -2.4309 -1.0742 -0.0390
H 2.6393 -1.0455 -1.0119
H 1.8868 -2.4254 -0.0524
H 0.9107 -1.2948 -0.9249
H 2.3498 -0.6286 1.5533
H 1.3559 3.0777 -0.4321
H -0.3995 3.0251 -0.5419
H -2.5244 -1.9968 -0.6081
H -2.5445 -1.3741 1.0176
H -3.2099 -0.3509 -0.4449

---

Unit: eV. Relative energies: one 0.000; two 0.678.

---

--- one ---
21
Properties=species:S:1:pos:R:3 method="wB97M-V/def2-TZVPD" gap_ev=9.5 smiles=CN(S)CC1(C)CC1 homo_ev=-8.728 lumo_ev=0.79 charge=0
C 2.5127 1.1884 0.2612
N 1.4127 0.1918 0.0343
S 1.9681 -1.3435 -0.1821
C 0.2136 0.5045 0.7464
C -0.9273 -0.1092 0.0638
C -1.0186 0.3409 -1.4380
C -2.2773 -0.3659 0.7398
C -1.3153 -1.4816 0.4516
H 3.5097 0.6706 0.1281
H 2.4286 2.0213 -0.4304
H 2.6865 1.6413 1.3071
H 1.8265 -1.3306 -1.6397
H 0.0712 1.5057 0.5998
H 0.3105 0.2799 1.8270
H -0.0598 0.1023 -1.9450
H -1.3878 1.3519 -1.5667
H -1.7110 -0.2701 -1.8030
H -3.2247 -0.5471 0.1688
H -2.5423 -0.2283 1.7115
H -0.8112 -1.9478 1.2450
H -1.6648 -2.1744 -0.2793

---

--- two ---
21
Properties=species:S:1:pos:R:3 method="wB97M-V/def2-TZVPD" gap_ev=9.4 smiles=CC(C)(S)[C@H]1C[C@H]1N homo_ev=-8.570 lumo_ev=0.86 charge=0
C 2.1995 0.7199 -0.1260
C 0.9417 -0.0824 0.2333
C 0.9362 -0.3184 1.7856
S 1.0426 -1.7406 -0.5709
C -0.3273 0.7277 -0.1714
C -0.9054 0.6161 -1.5915
C -1.7503 0.2253 -0.4196
N -2.1581 -1.1734 -0.2671
H 2.2203 0.9833 -1.1995
H 3.0534 0.1576 0.2263
H 2.2053 1.6961 0.4115
H 0.9349 0.6453 2.3308
H 0.0068 -0.8605 2.0852
H 1.8141 -0.8927 2.1106
H -0.1948 -2.1407 -0.2321
H -0.2921 1.7285 0.2676
H -1.2612 1.5156 -2.1023
H -0.4816 -0.0574 -2.2799
H -2.5077 0.9976 -0.1766
H -2.6350 -1.3254 0.6320
H -2.8415 -1.4219 -0.9460

---

Unit: eV. Relative energies: one 1.950; two 0.000.